Entry from OMol25: a single C2H2 molecule in a non-equilibrium geometry (ωB97M-V/def2-TZVPD).

Geometry as XYZ:
```
4
Properties=species:S:1:pos:R:3:forces:R:3
C -0.621 -0.118 0.022 3.542 0.537 -0.520
C 0.606 -0.096 -0.046 -2.783 0.259 0.682
H -1.644 0.134 -0.064 -0.432 -0.381 0.079
H 1.659 0.080 0.088 -0.328 -0.415 -0.241
```
Positions in Å, forces in eV/Å.

net charge = 0
molecular weight = 26.038 u
HOMO energy = -0.39100 hartree
energy relative to the best compared isomer or geometry (same formula, charge and spin) = 14.46 kJ/mol
orbital gap = 11.98 eV